198
Properties=species:S:1:pos:R:3:forces:R:3:lowdin_charge:R:1 method="wB97M-V/def2-TZVPD" homo_energy_ha=-0.3070 smiles=COCCNCCOC.COCCNCCOC.COCCNCCOC.COCCNCCOC.COCCNCCOC.COCCNCCOC.COCCNCCOC.COCCNCCOC.CO max_force_ev_per_a=1.92 charge=0 de_lowest_kj_mol=0.00 gap_ha=0.327
C 2.747317 -0.550627 -1.483482 -0.6 0.0 -0.8 -0.098
O 1.978505 0.044151 -0.466399 -0.5 0.4 -0.2 -0.210
C 0.843170 -0.718614 -0.029224 1.3 -0.9 -0.1 -0.184
C 0.095008 0.148085 0.938135 0.6 0.4 0.6 -0.185
N -0.335633 1.391548 0.311914 -0.4 -0.1 0.6 -0.023
C -1.549193 1.249656 -0.452519 -0.3 0.3 -1.5 -0.196
C -1.691338 2.426202 -1.411565 -0.2 -0.5 0.5 -0.206
O -0.780581 2.281739 -2.500300 -0.4 0.5 0.5 -0.172
C -0.952123 3.372174 -3.375079 1.1 0.0 -1.1 -0.116
H 3.572449 -1.149789 -1.095494 0.1 0.1 0.0 0.080
H 3.070394 0.239351 -2.165165 0.6 0.1 0.4 0.079
H 2.154833 -1.172506 -2.164678 -0.2 -0.3 0.4 0.084
H 1.296633 -1.604444 0.430306 -0.6 -0.2 0.3 0.100
H 0.242553 -1.084369 -0.869557 0.1 0.4 -0.1 0.101
H 0.797060 0.393250 1.745722 0.0 0.1 0.0 0.111
H -0.710133 -0.374747 1.455809 -0.2 0.0 -0.4 0.108
H 0.406756 1.708367 -0.300661 0.0 -0.1 0.0 0.072
H -2.453571 1.204712 0.161515 0.2 0.0 0.3 0.115
H -1.570733 0.365838 -1.109423 0.1 -0.1 0.3 0.101
H -1.497632 3.332496 -0.824500 0.0 0.2 -0.3 0.121
H -2.696666 2.477014 -1.836699 -0.1 0.1 0.2 0.090
H -0.288339 3.195471 -4.224742 -0.1 -0.1 0.0 0.067
H -0.600845 4.331155 -2.980095 -0.4 0.0 0.5 0.080
H -1.955554 3.468598 -3.792426 -0.2 -0.1 0.3 0.066
C -4.720727 4.294148 -3.972893 0.4 0.0 -0.4 -0.119
O -4.597515 3.782340 -2.657618 -0.2 -0.3 -0.8 -0.218
C -5.892219 3.579686 -2.112354 0.2 0.6 0.1 -0.232
C -5.720686 2.805923 -0.821209 0.4 -0.5 0.5 -0.210
N -6.966835 2.360313 -0.243440 -1.6 -0.2 -0.8 -0.072
C -8.062196 3.346486 -0.135835 1.7 0.0 0.9 -0.196
C -9.342783 2.698936 0.336389 -1.0 0.6 -1.3 -0.221
O -10.334563 3.722788 0.401925 0.2 0.2 0.5 -0.205
C -11.546417 3.235595 0.949855 0.7 0.2 0.2 -0.113
H -3.782076 4.235527 -4.526915 0.4 0.3 0.6 0.071
H -5.066699 5.328213 -3.931553 -0.1 0.0 -0.2 0.095
H -5.339409 3.688252 -4.645451 -0.6 0.0 0.5 0.080
H -6.533645 3.074410 -2.844208 0.0 -0.3 0.2 0.123
H -6.330881 4.576186 -1.959042 -0.1 -0.1 0.2 0.123
H -5.079131 3.357722 -0.117443 -0.2 0.5 -0.1 0.125
H -5.119186 1.915115 -1.035353 -0.1 0.0 -0.2 0.104
H -6.897854 1.873407 0.636121 0.5 0.0 0.0 0.104
H -8.209338 3.859868 -1.082779 -0.2 -0.2 -0.1 0.111
H -7.685910 4.097978 0.571477 -0.7 0.4 0.1 0.125
H -9.293401 2.148451 1.278611 0.3 0.0 0.1 0.122
H -9.698141 2.043513 -0.467192 0.3 -0.6 0.2 0.127
H -11.336980 2.851506 1.954466 -0.2 -0.2 0.0 0.085
H -11.963179 2.453885 0.309502 -0.2 0.0 0.1 0.088
H -12.228912 4.074071 1.061653 -0.1 0.0 -0.2 0.086
C 0.946915 4.896691 -0.066766 0.2 0.0 -0.3 -0.100
O 2.222189 4.732456 -0.639142 0.3 0.1 0.1 -0.187
C 2.226606 3.735248 -1.641695 0.4 -0.4 0.5 -0.210
C 3.673977 3.486071 -2.023704 -0.2 -0.2 -0.7 -0.205
N 4.190349 4.663425 -2.717713 0.9 0.4 0.5 -0.046
C 5.654464 4.667029 -2.855519 -0.1 0.0 -0.4 -0.206
C 6.146159 3.647728 -3.856909 0.0 -0.4 -0.3 -0.227
O 6.235671 2.363871 -3.257764 0.3 0.2 0.4 -0.199
C 6.806688 1.385902 -4.086152 -0.3 -0.4 0.3 -0.115
H 0.618462 3.950926 0.380601 -0.2 0.2 0.1 0.063
H 0.236940 5.196099 -0.850391 -0.2 0.0 0.2 0.083
H 1.040555 5.682620 0.681466 -0.2 -0.1 0.0 0.091
H 1.595477 4.068621 -2.470842 0.2 -0.1 -0.2 0.114
H 1.824163 2.796210 -1.242196 -0.1 0.0 0.0 0.104
H 3.766552 2.623197 -2.689173 -0.3 0.1 -0.2 0.096
H 4.262154 3.158279 -1.155990 -0.1 0.4 0.3 0.129
H 4.003797 5.466294 -2.121544 -0.4 -0.1 -0.1 0.103
H 6.179916 4.557506 -1.898412 0.0 -0.3 0.0 0.124
H 5.977659 5.636894 -3.241990 -0.3 0.1 0.0 0.116
H 7.101729 3.969184 -4.288391 0.3 -0.2 0.3 0.120
H 5.459779 3.589112 -4.709848 -0.2 0.1 0.0 0.113
H 7.817818 1.657974 -4.400217 -0.1 0.1 -0.4 0.091
H 6.116007 1.145922 -4.901724 0.4 0.2 -0.4 0.069
H 6.902148 0.452702 -3.526498 0.0 0.2 0.3 0.083
C 4.145264 -0.789274 1.891200 -0.2 0.0 0.1 -0.105
O 4.415019 -1.801473 2.837893 0.1 -0.1 -0.1 -0.234
C 5.535483 -1.494042 3.665954 -0.2 -0.2 -0.8 -0.214
C 5.891063 -2.761951 4.418539 -0.8 0.6 0.6 -0.184
N 4.818857 -2.951007 5.419226 0.8 0.1 -0.4 -0.048
C 4.939575 -4.128783 6.253361 -0.6 -0.1 0.4 -0.209
C 4.674128 -5.427064 5.517237 -1.3 -0.5 0.9 -0.200
O 3.260156 -5.492599 5.266975 -0.2 0.6 0.0 -0.210
C 2.870263 -6.679570 4.643617 0.4 -0.8 0.0 -0.138
H 4.919987 -0.788306 1.121635 0.0 0.2 -0.1 0.097
H 4.061159 0.203111 2.346936 0.3 0.0 0.1 0.089
H 3.170309 -0.966030 1.442523 0.1 -0.3 -0.1 0.059
H 5.202005 -0.670904 4.302844 0.5 0.0 0.4 0.119
H 6.387237 -1.170059 3.055218 -0.1 0.1 -0.1 0.123
H 6.870579 -2.628414 4.878293 -0.1 -0.2 0.2 0.121
H 5.909200 -3.594195 3.707410 0.4 0.1 -0.1 0.113
H 3.999969 -3.075881 4.827798 -0.3 0.0 0.4 0.084
H 4.208399 -4.037009 7.067494 -0.4 -0.2 -0.4 0.121
H 5.824091 -4.197531 6.893876 0.6 0.3 -0.8 0.119
H 4.887105 -6.238656 6.225054 0.5 -0.3 -0.4 0.124
H 5.137330 -5.547110 4.537460 0.7 0.0 0.2 0.114
H 3.538105 -6.934077 3.810417 -0.1 0.1 -0.2 0.079
H 1.844672 -6.638456 4.283186 0.0 0.4 0.0 0.084
H 2.922569 -7.541579 5.323477 0.0 0.1 0.2 0.086
C -2.222021 -2.140461 -1.729036 0.4 0.7 -0.1 -0.111
O -2.574831 -1.876720 -0.389649 -0.1 0.1 0.1 -0.213
C -3.966960 -1.582103 -0.253732 0.7 -0.1 0.9 -0.206
C -4.253640 -1.272658 1.219549 -0.2 -0.4 -1.2 -0.207
N -4.226489 -2.520035 1.965215 -0.8 1.4 0.0 -0.049
C -4.518356 -2.315754 3.373559 0.0 -1.7 0.3 -0.211
C -4.537565 -3.691741 4.019076 0.4 -0.5 0.8 -0.244
O -4.630833 -3.500004 5.419690 0.0 -0.3 0.1 -0.197
C -4.741848 -4.724481 6.120671 0.2 0.6 0.4 -0.116
H -1.134932 -2.184134 -1.816605 -0.1 -0.3 0.3 0.073
H -2.493671 -1.267607 -2.331746 -0.3 -0.2 -0.4 0.079
H -2.636372 -3.070635 -2.123348 -0.3 0.1 0.0 0.094
H -4.483139 -2.499080 -0.543950 -0.6 0.2 -0.1 0.125
H -4.288055 -0.725923 -0.855408 0.2 0.0 -0.3 0.105
H -5.250757 -0.819324 1.228032 -0.2 -0.3 0.3 0.117
H -3.598882 -0.474377 1.593100 0.3 -0.2 0.0 0.107
H -3.407948 -3.056542 1.718728 0.3 0.1 0.5 0.105
H -5.530497 -1.935604 3.534067 0.0 0.3 -0.5 0.129
H -3.862792 -1.667693 3.962777 0.3 0.1 -0.3 0.094
H -3.623346 -4.292879 3.858692 0.1 0.4 -0.4 0.115
H -5.343553 -4.346755 3.656056 -0.2 0.4 -0.1 0.126
H -4.416845 -4.537170 7.144805 -0.2 0.1 0.1 0.085
H -4.058809 -5.496473 5.754841 -0.1 0.0 -0.4 0.084
H -5.779000 -5.061001 6.128088 0.0 -0.3 -0.1 0.086
C 1.528488 -3.713421 1.918091 0.2 -0.3 1.2 -0.116
O 1.881628 -4.409874 0.747903 -0.1 0.8 -0.5 -0.165
C 3.219025 -4.847732 0.759333 0.2 -1.1 0.2 -0.223
C 3.643009 -5.385313 -0.597507 -1.0 0.5 -0.6 -0.207
N 3.956091 -4.348197 -1.572005 1.0 0.3 -0.4 -0.053
C 3.724255 -4.697283 -2.977788 -1.1 0.4 -0.1 -0.207
C 4.285131 -3.701373 -3.983960 -0.1 0.0 0.1 -0.224
O 3.640039 -2.439319 -3.871469 0.5 -0.4 -0.1 -0.208
C 4.247072 -1.468296 -4.705210 -0.9 0.5 0.3 -0.106
H 0.556330 -3.238970 1.831842 0.0 0.0 -0.3 0.081
H 2.260802 -2.974167 2.262133 0.1 0.2 -0.6 0.071
H 1.490862 -4.382283 2.790376 -0.2 -0.3 -0.1 0.083
H 3.266710 -5.742431 1.400486 0.2 0.2 0.4 0.116
H 3.890948 -4.080656 1.159504 0.0 0.1 -0.1 0.123
H 2.781651 -5.953105 -0.982697 0.0 -0.3 0.3 0.120
H 4.473634 -6.076179 -0.452603 0.2 0.1 -0.1 0.116
H 3.378545 -3.531483 -1.413772 0.0 0.0 0.3 0.088
H 2.632697 -4.704683 -3.117314 -0.1 -0.1 -0.3 0.121
H 4.031549 -5.696002 -3.289170 0.5 0.0 0.5 0.120
H 4.082899 -4.034948 -5.008701 0.2 -0.4 0.1 0.121
H 5.367781 -3.594430 -3.847976 0.0 0.1 0.0 0.124
H 4.368379 -1.724706 -5.762888 0.0 -0.6 0.1 0.093
H 5.209603 -1.144596 -4.306671 0.0 0.1 0.1 0.074
H 3.511057 -0.662296 -4.697747 0.4 0.4 0.0 0.082
C 3.473228 2.126574 -6.381082 -0.4 -0.2 0.6 -0.110
O 2.322802 1.539911 -6.956422 0.3 -0.2 -0.1 -0.187
C 1.131834 1.920971 -6.313713 -0.4 -0.7 0.4 -0.243
C -0.008954 1.131811 -6.939994 -0.3 0.2 -0.7 -0.205
N -1.299420 1.450798 -6.346327 0.1 0.5 0.5 -0.063
C -2.436994 0.861742 -7.017052 0.1 -0.6 -0.7 -0.225
C -3.751493 1.180225 -6.338793 -0.1 0.5 -0.6 -0.230
O -3.900173 0.334021 -5.232393 -0.2 -0.1 0.4 -0.176
C -4.554374 0.856926 -4.093332 0.7 -0.4 0.6 -0.093
H 3.300380 2.263299 -5.305585 0.1 0.3 0.0 0.075
H 3.703608 3.087974 -6.845761 0.1 0.0 0.0 0.093
H 4.309543 1.430167 -6.442960 0.0 0.1 -0.4 0.073
H 0.954181 2.997500 -6.403909 -0.1 0.0 0.0 0.129
H 1.174101 1.654230 -5.246981 0.2 0.2 0.1 0.116
H 0.133331 0.044411 -6.928745 0.6 0.0 0.1 0.125
H 0.001635 1.430255 -7.993419 -0.3 -0.1 0.0 0.123
H -1.306392 1.100052 -5.391281 0.0 0.1 0.0 0.111
H -2.357374 -0.237366 -7.087356 0.0 -0.1 0.2 0.124
H -2.442374 1.159905 -8.070692 -0.1 0.4 0.1 0.121
H -4.579090 1.019472 -7.046550 0.1 0.0 0.1 0.125
H -3.775843 2.241908 -6.057413 0.1 -0.1 0.1 0.111
H -4.639438 0.000357 -3.426615 -0.3 0.0 0.1 0.081
H -5.544873 1.298479 -4.225952 0.0 -0.1 -0.5 0.088
H -3.927735 1.576500 -3.559108 0.0 0.2 -0.2 0.070
C 0.689243 3.516107 3.276449 -1.3 0.5 -0.6 -0.125
O 0.405533 3.047638 4.574671 0.7 0.0 -0.1 -0.206
C 1.576747 2.984381 5.378634 0.0 -0.2 0.2 -0.208
C 2.330871 1.678767 5.181955 -0.3 -0.6 0.1 -0.205
N 1.491256 0.505799 5.421893 0.3 -0.1 0.1 -0.031
C 2.000790 -0.711233 4.811271 0.0 -0.3 -0.5 -0.204
C 1.010724 -1.861150 4.889011 0.4 0.3 0.3 -0.205
O -0.027026 -1.695728 3.926716 0.4 -0.2 0.3 -0.210
C -1.101077 -2.566325 4.202745 -0.6 0.7 0.6 -0.114
H -0.246320 3.449758 2.712369 0.1 -0.3 0.0 0.080
H 1.438881 2.965395 2.703933 0.2 -0.1 0.3 0.087
H 0.889293 4.595090 3.275042 0.5 -0.1 0.2 0.087
H 1.234117 3.110784 6.407156 0.1 -0.2 0.0 0.125
H 2.256030 3.815642 5.161067 -0.1 0.1 -0.1 0.120
H 3.181426 1.628194 5.867551 0.0 0.2 0.1 0.120
H 2.773103 1.641448 4.176806 -0.1 0.1 -0.2 0.101
H 0.521751 0.657479 5.183412 0.1 0.2 -0.3 0.078
H 2.950514 -1.005640 5.266254 -0.2 0.0 0.4 0.105
H 2.276472 -0.621171 3.748932 -0.2 0.4 -0.1 0.096
H 0.624133 -1.883790 5.915092 -0.3 0.0 0.0 0.131
H 1.508166 -2.820564 4.712470 0.1 0.0 0.0 0.107
H -0.795077 -3.570201 4.512226 0.2 -0.1 -0.5 0.095
H -1.781242 -2.533278 3.353247 0.2 -0.4 -0.2 0.074
H -1.684951 -2.180910 5.051116 0.0 0.0 0.1 0.091
C -2.017512 0.932948 4.289514 0.1 1.3 0.8 -0.140
O -3.427912 0.844562 4.447878 -0.2 -0.9 -0.3 -0.117
H -1.532088 0.216754 4.949778 -0.2 -0.3 -0.1 0.065
H -1.624992 0.826128 3.275436 -0.4 -0.2 -0.1 0.071
H -1.719790 1.917530 4.659127 0.4 -0.1 -0.2 0.073
H -3.840574 1.698228 4.318808 0.2 0.2 -0.1 0.071



14
Properties=species:S:1:pos:R:3:forces:R:3:lowdin_charge:R:1 method="wB97M-V/def2-TZVPD" homo_energy_ha=-0.0944 max_force_ev_per_a=0.81 charge=-1 de_lowest_kj_mol=28.65 gap_ha=0.249
C 0.714749 -1.504311 -0.908511 -0.3 -0.3 -0.5 -0.153
C 1.088766 -0.060841 -1.278987 0.8 -0.3 0.0 -0.378
C 1.298990 0.827522 -0.058729 -0.1 -0.2 0.2 -0.796
S -0.205593 1.168215 0.907240 -0.1 0.0 0.0 0.164
H 1.499301 -2.202426 -1.216916 0.1 0.0 0.1 0.048
H -0.181153 -1.841830 -1.442147 0.0 0.1 0.3 0.054
H 0.548913 -1.630708 0.162283 -0.1 0.1 -0.1 0.051
H 2.068106 -0.127073 -1.772921 0.0 0.2 -0.2 0.077
H 0.408539 0.386620 -2.009453 -0.2 0.0 0.3 0.084
H 1.808929 1.744486 -0.364073 -0.2 0.2 -0.1 0.026
H 2.027888 0.302342 0.571495 0.0 0.0 0.1 0.033
H -1.821091 -0.772219 0.845759 0.2 0.2 -0.2 -0.080
H -2.793913 -0.916502 -0.318709 0.2 0.1 0.1 0.011
O -2.477653 -1.384777 0.459626 -0.3 -0.2 0.1 -0.141



10
Properties=species:S:1:pos:R:3:forces:R:3:lowdin_charge:R:1 method="wB97M-V/def2-TZVPD" homo_energy_ha=-0.2929 max_force_ev_per_a=3.56 charge=0 de_lowest_kj_mol=448.98 gap_ha=0.293
O 2.039734 -0.138161 0.184479 0.1 -0.2 0.0 -0.009
C 0.690122 0.018942 -0.055062 -0.4 0.3 0.2 -0.339
C -0.339126 -0.851891 0.374899 0.5 0.7 -0.3 -0.166
N -1.557718 -0.370166 0.307028 0.6 0.8 -0.7 0.052
N -1.167084 1.422936 -0.563263 -1.4 -2.8 1.6 0.186
C 0.088926 1.242035 -0.479653 -0.8 0.5 0.1 -0.214
H 2.431931 -0.795544 -0.403017 -0.2 0.2 -0.1 0.099
H -0.121012 -1.885653 0.707347 -0.1 0.8 0.0 0.137
H -2.325809 -0.991349 0.604037 0.3 0.9 -0.7 0.093
H 0.260033 2.348853 -0.676799 1.4 -1.1 -0.1 0.161



19
Properties=species:S:1:pos:R:3:forces:R:3:lowdin_charge:R:1 method="wB97M-V/def2-TZVPD" homo_energy_ha=-0.4995 max_force_ev_per_a=2.95 charge=+1 de_lowest_kj_mol=190.66 gap_ha=0.387
C 2.349336 0.558284 -0.017186 0.9 0.6 -0.8 -0.223
O 3.517797 1.404345 0.199255 -2.9 0.1 -0.7 -0.034
C 1.209696 1.464468 -0.518551 1.1 0.9 0.5 -0.132
N 0.034681 0.641095 -0.938897 1.1 1.2 -0.7 0.160
H 2.006413 0.079454 0.891399 0.1 -0.2 0.4 0.115
H 2.619578 -0.221642 -0.762380 -0.3 0.3 0.3 0.132
H 4.189789 0.838751 0.513872 1.4 -0.9 0.6 0.068
H 0.946507 2.152829 0.329588 -0.1 -0.6 -1.0 0.154
H 1.558150 2.068552 -1.390847 -0.4 -0.4 0.7 0.148
H -0.333759 -0.025483 -0.258916 -0.6 -1.1 1.2 0.033
H 0.304230 0.069680 -1.739170 -0.3 0.2 -0.3 0.167
H -0.754829 1.245365 -1.142385 -0.1 0.1 -0.5 0.163
N -3.512642 -1.097216 0.436575 2.3 -0.5 1.1 0.103
C -2.332332 -1.601373 1.004546 -0.7 0.8 -1.7 -0.244
N -1.158620 -1.260732 0.530063 -1.7 -0.7 0.7 0.020
H -4.422993 -1.521332 0.488781 0.2 -0.2 0.5 0.104
H -3.325024 -0.625310 -0.419727 -0.2 0.3 -0.5 0.078
H -2.417149 -2.293003 1.838190 -0.3 0.0 -0.1 0.128
H -0.478823 -1.876730 0.955787 0.3 0.2 0.4 0.058